# 1
{
  "formula": "C25H31ClF2N2O6",
  "method": "the ωB97M-V functional and the def2-TZVPD basis",
  "homo_lumo_gap_ev": 9.5,
  "e_homo_ev": -8.973,
  "smiles": "[H]/N=C/CN(CC(=O)OC(C)=O)C[C@](COC)(CC(=O)Cl)OC.Fc1ccccc1.Fc1ccccc1",
  "species": ["C", "O", "C", "C", "C", "C", "O", "Cl", "C", "N", "C", "C", "N", "C", "C", "O", "O", "C", "C", "O", "O", "C", "H", "H", "H", "H", "H", "H", "H", "H", "H", "H", "H", "H", "H", "H", "H", "H", "H", "H", "H", "H", "H", "F", "C", "C", "C", "C", "C", "C", "H", "H", "H", "H", "H", "F", "C", "C", "C", "C", "C", "C", "H", "H", "H", "H", "H"],
  "positions_angstrom": [[3.30205, 1.45790, 2.59223], [2.75045, 0.87159, 1.43363], [3.58190, -0.13253, 0.91461], [2.93915, -0.82316, -0.29307], [2.34108, 0.26769, -1.19141], [1.71353, -0.19977, -2.47895], [0.54650, -0.22787, -2.68585], [2.82547, -0.68670, -3.76094], [1.88288, -1.88808, 0.06644], [0.81595, -1.48178, 0.97819], [0.69519, -2.32190, 2.17230], [0.36801, -1.55238, 3.43912], [0.99201, -0.50106, 3.75516], [-0.45874, -1.36596, 0.26495], [-1.56257, -0.93134, 1.20978], [-2.39385, -1.66953, 1.64135], [-1.50668, 0.34778, 1.68520], [-0.77662, 1.34627, 1.02947], [0.17869, 2.04162, 1.93449], [-0.95332, 1.54219, -0.12989], [3.94523, -1.48633, -1.04837], [4.88441, -2.28949, -0.35214], [2.59226, 2.20448, 2.94768], [4.26266, 1.94115, 2.36952], [3.43944, 0.70884, 3.38051], [4.52569, 0.31924, 0.56530], [3.82084, -0.86850, 1.69606], [1.53419, 0.75252, -0.63831], [3.11102, 1.01045, -1.41881], [2.42614, -2.73595, 0.49028], [1.46481, -2.25615, -0.88195], [-0.06358, -3.10546, 2.03701], [1.64224, -2.83801, 2.35263], [-0.42116, -1.97969, 4.06833], [0.64643, -0.14111, 4.64532], [-0.35036, -0.64520, -0.54554], [-0.79133, -2.31994, -0.17076], [1.15757, 1.57380, 1.78427], [-0.10252, 1.91693, 2.97727], [0.21891, 3.09819, 1.67130], [5.23356, -3.04987, -1.05026], [5.74158, -1.69316, -0.02335], [4.44747, -2.79547, 0.51425], [-2.04502, 3.08201, 4.13060], [-3.31845, 3.36505, 3.76648], [-4.05487, 4.22043, 4.55982], [-5.35902, 4.50687, 4.18152], [-5.89816, 3.94136, 3.03410], [-5.12947, 3.08467, 2.25834], [-3.82307, 2.78713, 2.62017], [-3.61175, 4.64588, 5.44974], [-5.95453, 5.17633, 4.78827], [-6.91566, 4.16793, 2.74543], [-5.54553, 2.63971, 1.36413], [-3.20991, 2.11950, 2.03169], [0.91466, -3.21856, -7.33615], [-0.20712, -2.57024, -6.95183], [-0.23731, -1.97711, -5.70630], [-1.39247, -1.31205, -5.32017], [-2.48714, -1.25429, -6.17278], [-2.42683, -1.86222, -7.41933], [-1.27772, -2.52867, -7.82207], [0.62498, -2.03327, -5.05679], [-1.42478, -0.83392, -4.35038], [-3.38479, -0.73392, -5.86638], [-3.27814, -1.81925, -8.08629], [-1.20447, -3.00765, -8.78886]]
}


# 2
{
  "formula": "C25H31ClO13P2PdS2Se",
  "method": "the ωB97M-V functional and the def2-TZVPD basis",
  "homo_lumo_gap_ev": [7.6, 7.0],
  "e_homo_ev": [-7.611, -9.464],
  "spin_multiplicity": 5,
  "species": ["Pd", "O", "S", "C", "C", "C", "C", "S", "O", "C", "C", "C", "C", "C", "C", "C", "C", "C", "C", "C", "C", "H", "H", "H", "H", "H", "H", "H", "H", "H", "H", "H", "H", "H", "H", "H", "H", "H", "H", "C", "C", "O", "P", "O", "O", "O", "P", "O", "O", "O", "H", "H", "H", "H", "H", "H", "H", "O", "Se", "O", "O", "O", "Cl", "C", "C", "C", "C", "C", "C", "C", "H", "H", "H", "H", "H", "H"],
  "positions_angstrom": [[0.68480, 0.44707, 0.59350], [0.61412, -1.72621, 0.58876], [0.86945, -2.90416, -0.32934], [2.12917, -3.89424, 0.54451], [2.97018, -3.09848, 1.53270], [2.26543, -2.84501, 2.86929], [3.01522, -1.80977, 3.70570], [2.47670, -0.14400, 3.24972], [2.42654, -0.14816, 1.72997], [3.94736, 0.76286, 3.66466], [4.69067, 1.33531, 2.64899], [5.83216, 2.05058, 2.98515], [6.20999, 2.18344, 4.31265], [5.44408, 1.60996, 5.32076], [4.29993, 0.89810, 5.00114], [1.85859, -2.25313, -1.65293], [1.72158, -2.83613, -2.90277], [2.46348, -2.33293, -3.95956], [3.31097, -1.25080, -3.76305], [3.43019, -0.66947, -2.50810], [2.70423, -1.17342, -1.43895], [2.73561, -4.33328, -0.24805], [1.57851, -4.69937, 1.03356], [3.26366, -2.15185, 1.08374], [3.89315, -3.65486, 1.72420], [2.21939, -3.77761, 3.43757], [1.23434, -2.52071, 2.71033], [4.09779, -1.87886, 3.58880], [2.76248, -1.88075, 4.76500], [4.37331, 1.23029, 1.62346], [6.42014, 2.50812, 2.20115], [7.10173, 2.73988, 4.56718], [5.73310, 1.72508, 6.35678], [3.68882, 0.46697, 5.78453], [1.00532, -3.63152, -3.05417], [2.35084, -2.76241, -4.94505], [3.86914, -0.84786, -4.59752], [4.08434, 0.17903, -2.35479], [2.80477, -0.72580, -0.45490], [1.64471, 5.03501, -1.75672], [1.33094, 4.46645, -0.42048], [0.12528, 4.77078, 0.10342], [2.29470, 3.19900, 0.31873], [3.76582, 3.80961, 0.55168], [2.67462, 2.12280, -0.79304], [1.74284, 2.59312, 1.55565], [-0.85485, 1.65588, -1.50358], [0.53049, 1.60394, -2.33819], [-1.96898, 2.27283, -2.20850], [-0.38088, 2.13430, -0.10968], [2.71686, 5.03366, -1.95285], [1.27292, 6.05847, -1.82178], [1.14592, 4.45353, -2.54218], [-0.25665, 3.97087, 0.51016], [3.75124, 4.49546, 1.22593], [1.97627, 1.99002, -1.47526], [0.39043, 0.95328, -3.07112], [-0.44626, -0.50668, -3.68521], [-1.55959, -1.02152, -2.60949], [-1.24287, -2.45963, -1.95381], [-1.09985, 0.06954, -1.16264], [-3.09428, -0.69358, -2.90654], [-0.68356, 1.01990, 3.08408], [-1.00861, -0.63058, 3.53394], [-0.56995, -1.06536, 4.76602], [-0.70212, -2.40716, 5.11135], [-1.25489, -3.30366, 4.19613], [-1.69846, -2.85961, 2.97054], [-1.62232, -1.49353, 2.59294], [-2.13382, -1.05858, 1.36526], [-0.12215, -0.35702, 5.44946], [-0.37346, -2.74688, 6.08396], [-1.34440, -4.35039, 4.45355], [-2.13371, -3.55176, 2.26187], [-2.52335, -1.77115, 0.65365], [-2.15291, -0.01555, 1.08872]]
}